Entry 1:
52
Properties=species:S:1:pos:R:3:forces:R:3 method="wB97M-V/def2-TZVPD" energy_ha=-1131.28223 orbital_gap_ev="8.78 / 2.50" max_force_ev_per_a=4.48 spin_multiplicity=2 de_lowest_kcal_mol=32.1 total_charge=+1
O 1.2869 3.3590 -1.0584 0.38 -0.01 0.29
H 0.4911 3.0456 -0.6287 -0.38 -0.17 -0.12
H 1.8050 3.7448 -0.3520 0.19 0.29 0.15
O -1.5735 -3.0388 -0.5780 0.21 0.13 0.34
H -2.2883 -2.9525 -1.2087 -0.30 -0.02 -0.18
H -0.7908 -3.1545 -1.1167 0.10 -0.17 -0.22
O -1.2617 1.2975 3.2995 -0.04 0.43 0.37
H -0.8230 1.1736 2.4577 0.18 -0.10 -0.26
H -1.5692 0.4238 3.5407 -0.11 -0.32 -0.05
O 1.6982 3.2507 -3.7739 0.26 -0.01 -0.73
H 1.0756 2.5294 -3.8650 -0.10 -0.12 0.05
H 1.4833 3.6482 -2.9301 -0.09 -0.01 0.47
O -3.9525 1.9552 -4.3640 0.17 -0.15 0.37
H -4.2676 1.6864 -5.2270 -0.14 -0.10 -0.23
H -3.3828 2.7042 -4.5391 0.03 0.30 -0.12
C -1.2690 0.3134 -0.1154 0.75 1.30 -0.61
C -1.7668 1.5095 -0.9323 -0.23 0.12 -0.68
O -0.8544 1.8957 -2.0465 -0.66 -0.89 1.93
O -0.1438 0.6786 0.7381 -0.33 -0.16 -0.62
H -0.9223 -0.3860 -0.8761 -0.22 -0.46 0.36
H -2.0630 -0.0556 0.5337 -0.02 -0.18 -0.23
H -2.0369 2.3567 -0.3020 0.68 0.31 0.12
H -2.7575 1.2006 -1.2655 0.07 -0.16 -0.72
H -1.3278 2.1060 -2.8547 -0.52 -0.08 0.21
H 0.5590 0.0600 0.5259 0.21 0.10 0.04
C -4.3484 -2.4034 1.8598 1.56 0.78 -0.63
C -3.0653 -2.6236 2.6858 -0.42 -0.61 -1.49
O -2.7108 -1.3593 3.1168 1.02 1.85 1.11
O -5.3856 -2.3739 2.7158 -3.35 -1.08 2.32
H -4.5358 -3.0546 1.0060 0.00 -0.32 0.29
H -4.3865 -1.3586 1.5517 1.38 0.01 -1.33
H -2.2476 -3.0125 2.0790 0.03 -0.16 0.13
H -3.2548 -3.2022 3.5899 -0.14 -0.77 -0.48
H -3.2614 -1.1792 3.8822 0.14 0.32 0.17
H -5.3574 -1.5648 3.2318 -0.22 -0.03 -0.07
C 2.6191 -1.4912 -1.4902 -0.66 -0.24 -2.19
C 3.3024 -1.3064 -0.1914 -0.97 1.11 -0.12
C 3.9984 -0.0056 -0.1642 1.22 0.98 1.86
O 4.4864 0.1738 1.2419 -1.25 -0.54 -1.48
C 5.4043 1.2685 1.3843 -0.16 0.37 -1.36
N 2.2356 -1.3821 0.7702 4.13 -1.61 0.69
H 3.4065 -1.4741 -2.2437 -0.34 -0.05 -0.33
H 1.9268 -0.6595 -1.6213 0.08 0.03 -0.35
H 2.0399 -2.4120 -1.5596 0.22 -0.11 -0.04
H 4.0216 -2.1221 -0.1165 -0.01 -0.75 0.71
H 3.2857 0.7225 -0.5518 -0.25 0.79 0.80
H 4.7813 0.0800 -0.9177 0.50 -0.50 0.27
H 4.9372 2.0713 0.8139 0.48 0.45 0.06
H 6.3500 0.9715 0.9308 0.09 0.18 -0.04
H 5.6088 1.6430 2.3873 -0.59 -0.73 0.21
H 2.6138 -0.9240 1.5870 -0.86 1.34 1.20
H 2.1879 -2.3728 0.9608 -1.72 -0.57 0.17


Entry 2:
33
Properties=species:S:1:pos:R:3:forces:R:3 method="wB97M-V/def2-TZVPD" energy_ha=-1020.90372 orbital_gap_ev=8.15 max_force_ev_per_a=1.57 de_lowest_kcal_mol=5.0
S 1.5057 1.4742 1.2862 -0.88 1.02 -0.66
C 0.0421 -3.6077 1.4430 -0.28 0.11 -0.53
C -3.4166 2.2089 -0.7113 -0.61 0.00 -0.12
C -0.2271 -3.3203 0.0982 0.02 -0.06 0.43
C 0.2856 -2.5513 2.3202 -0.38 0.23 -0.40
C -2.9049 2.0973 0.5712 0.63 -0.31 -0.22
C -2.7100 1.7743 -1.8203 0.12 -0.02 0.03
C -0.1304 -2.0052 -0.3557 0.45 -1.13 -0.43
C 0.3770 -1.2460 1.8323 -0.59 -1.30 0.05
C -1.6462 1.5141 0.7492 -1.16 0.90 0.15
C -1.4375 1.2456 -1.6364 -0.39 -0.07 0.76
C 0.2271 -0.9768 0.4665 1.14 0.11 1.06
C -0.9070 1.1346 -0.3457 0.47 -0.06 -0.53
B 0.5033 0.4814 -0.0481 -0.96 0.47 0.27
C 3.0415 1.0043 0.5540 0.60 -0.93 -0.19
C 2.8364 0.5866 -0.9313 1.23 -0.25 -0.73
N 1.4017 0.5956 -1.3858 0.30 0.28 0.64
H 0.0396 -4.6378 1.7950 -0.16 0.22 -0.03
H -4.4361 2.5587 -0.8538 0.19 0.20 0.05
H -0.5365 -4.1011 -0.5907 0.24 -0.02 0.10
H 0.3082 -2.7376 3.3852 0.32 -0.02 0.06
H -3.4861 2.4796 1.3882 -0.13 -0.08 0.40
H -3.1853 1.8634 -2.7898 0.19 -0.15 -0.09
H -0.1696 -1.8075 -1.4140 -0.49 -0.10 -0.43
H 0.5106 -0.4424 2.5239 0.28 0.23 0.26
H -1.2250 1.3694 1.7356 -0.11 0.12 0.14
H -0.8887 0.7799 -2.4367 0.02 0.20 -0.59
H 3.4631 0.1728 1.1373 -0.06 -0.02 -0.43
H 3.7565 1.8143 0.6600 0.04 0.15 -0.31
H 3.3819 1.2603 -1.5982 -0.03 0.02 0.14
H 3.2863 -0.4081 -1.1170 -0.58 0.38 0.18
H 1.1651 1.5129 -1.7832 0.16 -0.29 0.23
H 1.1754 -0.0863 -2.1282 0.42 0.16 0.74